No. 1
104
Properties=species:S:1:pos:R:3:forces:R:3 method="wB97M-V/def2-TZVPD" e_lumo_ha=0.0213 orbital_gap_ev=9.60 charge=0 e_homo_ev=-9.0 relative_energy_kcal_mol=84.90 total_energy_ev=-50986.0884
C 3.7844 -2.2270 2.0076 0.3 0.4 0.0
C 2.6556 -1.1654 2.3610 -3.4 -1.3 2.1
O 1.6618 -1.5841 3.0112 3.6 1.5 -2.2
O 2.6873 0.2179 2.0542 0.2 -2.3 -0.5
C 2.2957 0.4804 0.6719 0.8 1.5 -1.2
C 0.9980 1.4095 0.5330 -0.3 -0.2 -1.4
C -0.3804 0.5967 0.3301 0.7 0.1 1.1
C -1.2176 0.6536 1.7089 -0.8 -0.5 -0.4
B -2.6554 1.4126 1.5721 0.5 -0.2 0.1
O -2.7632 2.7481 1.0132 -2.2 -1.2 2.3
B -4.0615 3.2975 1.3939 0.1 -2.2 -2.3
O -5.2054 2.5233 0.9213 2.9 -0.6 2.6
B -5.0415 1.1946 1.5021 -1.2 -0.3 -0.5
C -6.3917 0.2639 1.4988 0.5 0.4 1.0
C -6.2065 -1.1430 2.2464 -1.1 -0.3 -0.7
C -5.8141 -2.3662 1.2953 1.1 -0.5 1.1
C -4.2643 -2.3511 0.8212 -0.8 -1.0 -0.6
C -4.0566 -1.5044 -0.5290 0.4 -0.2 1.0
N -3.6166 -2.4312 -1.6192 -0.2 0.5 0.4
O -3.8146 0.7060 2.0738 -0.4 2.7 -2.0
H 4.3989 -1.9878 1.0813 -0.9 -0.1 1.2
H 4.5059 -2.2937 2.9004 -1.1 0.2 -1.3
H 3.2948 -3.2519 1.8762 0.6 1.6 0.3
H 3.1658 1.0864 0.2133 -1.2 -0.9 0.8
H 2.2398 -0.4900 0.0666 -0.3 1.3 0.9
H 1.1496 2.0219 -0.4341 0.0 -0.9 1.5
H 0.8935 2.1787 1.3687 0.4 -1.2 -1.0
H -0.9772 1.0216 -0.5575 1.0 -0.8 1.4
H -0.0944 -0.5051 0.1580 -0.6 1.7 -0.1
H -1.4134 -0.4293 2.0439 0.3 1.7 -0.2
H -0.6321 1.1828 2.5300 -0.6 -0.8 -1.0
H -4.1935 4.2565 2.0691 0.1 0.2 -0.2
H -7.1583 0.8653 2.1214 1.0 -0.8 -1.1
H -6.7992 0.1970 0.4379 0.4 -0.1 1.4
H -7.2301 -1.4033 2.7132 1.6 0.3 -0.6
H -5.4540 -1.0419 3.0946 -0.9 -0.2 -1.1
H -6.5012 -2.5137 0.3956 0.9 0.5 1.1
H -5.9246 -3.3225 1.9329 0.0 1.4 -0.9
H -4.0256 -3.4509 0.5597 -0.2 1.7 0.3
H -3.5588 -2.0753 1.6715 -1.1 0.0 -1.1
H -5.0640 -1.0184 -0.7818 1.7 -0.5 0.1
H -3.2221 -0.7509 -0.3311 -1.4 -0.4 -0.3
H -3.5445 -1.9528 -2.5283 0.1 -0.2 0.7
H -2.6905 -2.7902 -1.3519 -0.5 0.2 -0.4
C 4.8320 6.0843 1.7966 0.2 0.0 0.1
C 3.8072 4.9716 1.6638 0.0 0.0 0.0
O 4.3747 3.7108 1.3381 -0.1 -0.1 -0.2
C 5.3014 3.1737 2.2735 0.0 -0.1 0.1
C 4.7053 2.9281 3.6471 -0.2 0.1 0.2
H 5.4419 6.1559 0.8918 -0.1 0.0 0.0
H 4.3348 7.0424 1.9651 0.0 -0.1 0.0
H 5.5116 5.9091 2.6337 -0.1 0.1 0.0
H 3.1226 5.2204 0.8494 0.1 -0.2 0.0
H 3.1967 4.8892 2.5695 0.1 0.0 0.1
H 6.1895 3.8106 2.3367 0.0 0.0 0.1
H 5.6344 2.2176 1.8613 -0.1 0.1 -0.2
H 4.4039 3.8615 4.1303 0.1 0.0 0.0
H 5.4344 2.4396 4.2994 0.0 0.1 -0.1
H 3.8168 2.2958 3.5762 0.1 0.0 -0.1
C -7.3763 -5.2605 -6.2151 0.0 -0.2 0.2
C -6.5674 -3.9752 -6.2206 0.0 0.0 0.1
O -6.4573 -3.3664 -4.9425 -0.1 0.1 -0.1
C -5.8195 -4.1336 -3.9289 0.1 0.0 0.1
C -4.3819 -4.4931 -4.2540 0.1 -0.2 -0.2
H -8.3650 -5.0911 -5.7800 0.1 0.0 -0.1
H -7.4974 -5.6392 -7.2328 0.0 0.0 0.0
H -6.8905 -6.0404 -5.6243 0.0 0.0 -0.1
H -7.0676 -3.2487 -6.8653 0.1 0.1 0.2
H -5.5724 -4.1387 -6.6490 0.0 -0.1 0.0
H -6.4088 -5.0280 -3.7022 0.0 -0.1 -0.1
H -5.8292 -3.5188 -3.0257 -0.1 0.1 -0.2
H -4.3172 -5.1557 -5.1218 0.0 0.0 0.1
H -3.9157 -5.0080 -3.4099 -0.1 0.1 0.0
H -3.8003 -3.5967 -4.4840 0.0 0.0 0.1
C 0.2910 -2.4905 -6.7573 0.1 0.2 -0.1
C -1.1671 -2.8132 -6.4819 0.0 0.0 0.0
O -1.8766 -1.7521 -5.8559 -0.1 -0.1 0.2
C -1.9582 -0.5313 -6.5782 -0.1 0.0 0.0
C -2.6654 -0.6629 -7.9148 0.1 -0.2 -0.2
H 0.7953 -2.1749 -5.8398 -0.1 -0.1 0.0
H 0.8055 -3.3654 -7.1613 0.0 0.0 0.0
H 0.3949 -1.6786 -7.4808 0.0 -0.1 0.0
H -1.2144 -3.6627 -5.7964 -0.2 0.2 0.1
H -1.6814 -3.1237 -7.3978 0.1 0.0 0.0
H -0.9619 -0.0943 -6.6995 0.0 0.0 -0.1
H -2.5255 0.1599 -5.9497 0.1 -0.2 0.1
H -2.1100 -1.3034 -8.6051 0.0 0.1 0.0
H -2.7740 0.3166 -8.3883 0.0 -0.1 0.1
H -3.6568 -1.1037 -7.7867 0.0 0.1 0.1
C 8.2675 4.0261 8.0835 0.2 0.1 -0.1
C 7.5456 2.9772 7.2561 0.0 0.0 0.0
O 7.7977 3.0792 5.8614 -0.1 0.0 -0.1
C 9.1487 2.9265 5.4489 0.0 -0.1 0.0
C 9.7408 1.5730 5.7974 0.0 -0.1 0.2
H 8.0345 5.0306 7.7197 -0.1 -0.1 0.0
H 7.9736 3.9525 9.1330 0.0 0.0 -0.1
H 9.3520 3.9052 8.0313 0.0 0.0 0.1
H 6.4688 3.1095 7.3845 0.0 0.0 -0.2
H 7.7797 1.9674 7.6103 0.1 0.0 0.0
H 9.7620 3.7406 5.8479 0.1 0.0 0.1
H 9.1524 3.0398 4.3618 -0.2 0.1 0.1
H 9.8115 1.4286 6.8786 0.1 0.0 -0.1
H 10.7492 1.4789 5.3852 -0.1 0.0 0.0
H 9.1216 0.7652 5.4002 0.0 0.1 0.0

***

No. 2
19
Properties=species:S:1:pos:R:3:forces:R:3 method="wB97M-V/def2-TZVPD" e_lumo_ha="0.0218 / 0.0215" orbital_gap_ev="8.15 / 7.96" charge=0 e_homo_ev="-7.6 / -7.4" relative_energy_kcal_mol=115.11 total_energy_ev=-9470.1439
C 2.6402 0.4271 -0.8915 0.5 0.0 0.1
O 1.3408 0.5214 -0.7989 -0.2 0.3 -0.4
C 0.5552 -0.0388 0.0674 -0.2 -0.2 0.4
C -0.9229 0.1412 -0.0803 0.0 0.1 -0.1
C -1.6526 -1.2074 -0.0770 -0.1 -0.1 0.0
C -1.4827 1.0502 1.0260 -0.2 -0.3 0.0
O -0.9197 2.3410 1.0090 0.3 0.1 0.0
H 3.1969 0.0330 -0.0480 -0.1 0.0 -0.1
H 2.1314 -1.7432 -1.2148 -0.1 -0.1 0.0
H 3.0773 1.0280 -1.6737 -0.1 -0.1 0.1
H 1.4806 -1.9906 -0.9079 0.1 0.0 -0.1
H 1.0166 -0.5314 0.9231 -0.1 0.0 -0.1
H -1.0891 0.6498 -1.0380 0.0 -0.1 0.1
H -2.7371 -1.0678 -0.1559 0.2 0.0 0.0
H -1.4530 -1.7571 0.8512 0.0 0.1 -0.1
H -1.3227 -1.8312 -0.9128 0.0 0.1 0.1
H -2.5604 1.1854 0.8851 0.1 0.0 0.0
H -1.3396 0.5587 2.0048 0.0 0.1 -0.1
H 0.0408 2.2317 1.0323 -0.1 0.1 0.0